No. 1
53
Properties=species:S:1:pos:R:3 method="wB97M-V/def2-TZVPD" e_homo_ev=-5.0 lumo_energy_ev=2.3118 e_above_lowest_ev=0.000 multiplicity=1 total_energy_ev=-51335.1365 charge=-1
Ir -0.1305 -0.1173 0.1950
O -0.9041 -0.6366 -1.7665
C 0.0397 -1.0580 -2.5419
C -0.0727 -0.7775 -3.9329
C 0.8574 -1.1901 -4.8431
C 1.9796 -1.9498 -4.4610
C 2.1110 -2.2777 -3.1399
C 1.1828 -1.8528 -2.1672
C 1.2591 -2.4354 -0.8594
N 0.4996 -2.0184 0.0895
C 0.1186 -2.8977 1.1939
C -0.8070 -2.2005 2.2079
N -1.1060 -0.8136 1.8094
C -1.4500 -0.0025 2.7427
C -1.5674 1.4321 2.6844
C -1.8525 2.0834 3.8958
C -1.9763 3.4496 3.9742
C -1.8137 4.1999 2.8027
C -1.5379 3.5988 1.5987
C -1.3988 2.1952 1.4893
O -1.1902 1.6636 0.3281
H -0.9107 -0.1626 -4.2320
H 0.7356 -0.9049 -5.8818
H 2.7035 -2.2768 -5.1949
H 2.9411 -2.8953 -2.8106
H 1.8294 -3.3592 -0.7289
H 1.0057 -3.3214 1.6705
H -0.4472 -3.7218 0.7530
H -0.3260 -2.1748 3.1861
H -1.7394 -2.7603 2.2958
H -1.6407 -0.4407 3.7237
H -1.9641 1.4791 4.7904
H -2.1853 3.9351 4.9175
H -1.8973 5.2799 2.8460
H -1.4058 4.1793 0.6950
O 2.9283 0.9147 2.7331
C 2.2334 0.8517 1.7307
O 1.2003 0.0633 1.7070
C 2.6181 1.7041 0.5283
C 3.7068 2.5131 0.7832
C 4.2203 3.3802 -0.1679
C 3.6482 3.4650 -1.4203
C 2.5810 2.6533 -1.7135
C 1.9890 1.7322 -0.7713
O 0.9476 1.0885 -1.1172
N 2.0468 2.8045 -3.0695
O 1.4005 1.9036 -3.5548
O 2.2010 3.8932 -3.6125
N 5.3656 4.2111 0.1476
O 5.7899 4.9611 -0.7194
O 5.8801 4.0945 1.2472
H 4.1501 2.4547 1.7658
H 4.0279 4.1467 -2.1639



No. 2
64
Properties=species:S:1:pos:R:3 method="wB97M-V/def2-TZVPD" e_homo_ev=-9.4 lumo_energy_ev=-1.5238 e_above_lowest_ev=0.000 multiplicity=1 total_energy_ev=-93440.3125 charge=0
C 3.9702 0.2888 1.4088
C 3.4258 -0.1934 0.0366
C 4.0298 -0.0440 -1.1682
S 5.6419 0.7726 -1.3141
O 5.9521 1.0635 -2.7036
O 6.6413 -0.1626 -0.8137
F 5.6591 2.1917 -0.5131
C 3.2291 -0.5875 -2.4170
O 3.7490 -1.0903 -3.3665
C 1.6791 -0.3685 -2.3141
C 1.0635 -0.5293 -1.0994
C -0.4402 -0.2989 -0.8915
C -1.4431 -0.6149 -1.8968
C -2.8367 -0.2985 -1.5647
C -3.2409 0.3129 -0.3031
C -2.2286 0.6038 0.7141
C -0.8371 0.2951 0.3993
C 2.0278 -0.9274 0.0709
O 1.7704 -1.7404 0.9165
H 3.6297 -0.4646 2.1750
H 5.0692 0.4665 1.4312
H 3.3990 1.2302 1.6639
H 1.0477 -0.0580 -3.1739
H -1.1713 -1.0712 -2.8727
H -3.6022 -0.5198 -2.3390
H -4.3008 0.5738 -0.0652
H -2.5227 1.0617 1.6855
H -0.0327 0.5041 1.1423
F -2.4244 -6.2890 0.9491
C -2.1770 -6.9344 2.1052
F -3.1931 -6.6182 2.9479
C -0.8392 -6.5288 2.7231
F -0.8381 -5.2181 3.0559
F -0.7067 -7.2161 3.8954
C 0.4191 -6.8343 1.8861
O 0.9635 -5.7607 1.1225
C 0.4311 -5.5258 -0.1488
F -0.4012 -6.5278 -0.4923
F 1.4719 -5.5898 -1.0095
C -0.2228 -4.1478 -0.2573
F -1.2345 -4.0111 0.6257
F -0.7537 -3.9640 -1.4928
H -2.2167 -8.0118 1.9221
H 1.2046 -7.0706 2.6057
H 0.3072 -7.7412 1.2886
H 0.5011 -3.3533 -0.0671
F 0.1833 5.5003 0.1577
C -0.4955 4.7279 1.0270
F 0.0787 3.5036 0.9932
C -1.9709 4.6087 0.6673
F -2.1329 4.0014 -0.5292
F -2.5466 3.7825 1.5870
C -2.7785 5.9225 0.6758
O -2.9898 6.5589 -0.5827
C -1.9951 7.4198 -1.0574
F -1.0751 7.6357 -0.0991
F -2.5997 8.6091 -1.2724
C -1.3804 6.9277 -2.3695
F -0.8137 5.7118 -2.2207
F -0.4057 7.7717 -2.7813
H -0.3595 5.1327 2.0340
H -3.7827 5.6520 1.0062
H -2.4172 6.6246 1.4298
H -2.1386 6.8570 -3.1524



No. 3
46
Properties=species:S:1:pos:R:3 method="wB97M-V/def2-TZVPD" e_homo_ev=-5.6 lumo_energy_ev=-2.4055 e_above_lowest_ev=1.633 multiplicity=1 total_energy_ev=-38419.6141 charge=0
F 2.2902 -1.9380 3.2872
C 1.7274 -0.6894 3.3010
F 2.2169 -0.0480 4.4043
F 2.1992 -0.0331 2.1984
C 0.2348 -0.7517 3.3046
C -0.4936 0.5388 3.2540
O 0.0685 1.6430 3.1208
C -1.9383 0.4059 3.3264
C -2.5626 -0.8219 3.2929
C -1.8204 -2.0132 3.2706
C -0.4186 -1.9635 3.2845
H -2.4993 1.3422 3.3568
H -3.6537 -0.8586 3.2846
H -2.3200 -2.9831 3.2476
H 0.1661 -2.8842 3.2754
C 3.2956 1.5369 -6.8973
O 2.3371 0.9462 -5.9861
C 2.0308 1.6253 -4.8466
C 1.0900 1.0247 -3.9703
C 0.7340 1.6624 -2.8034
C 1.2889 2.9174 -2.4529
C 0.9111 3.5651 -1.2267
O 1.5162 4.7686 -1.0536
C 1.2622 5.5150 0.0784
C 0.3863 5.0451 1.0814
C 0.1998 5.8880 2.2117
C 0.8835 7.0902 2.3087
C 1.7627 7.5024 1.2909
C 1.9526 6.7181 0.1617
C -0.1945 3.7815 0.8925
C 0.0424 3.0646 -0.2652
C 2.2261 3.5081 -3.3332
C 2.5997 2.8814 -4.5082
H 3.3686 0.8216 -7.7162
H 2.9412 2.5070 -7.2746
H 4.2766 1.6608 -6.4165
H 0.6584 0.0617 -4.2329
H 0.0137 1.2098 -2.1257
H -0.4865 5.5509 2.9906
H 0.7445 7.7246 3.1855
H 2.3055 8.4416 1.3795
H 2.6213 7.0005 -0.6507
H -0.8167 3.3494 1.6691
H -0.4288 2.1022 -0.4252
H 2.6766 4.4705 -3.1005
H 3.3285 3.3472 -5.1773



No. 4
47
Properties=species:S:1:pos:R:3 method="wB97M-V/def2-TZVPD" e_homo_ev=-8.5 lumo_energy_ev=-0.3021 e_above_lowest_ev=0.000 multiplicity=1 total_energy_ev=-45577.1712 charge=0
O -2.5245 -2.1529 -0.6071
C -1.6983 -2.2081 0.2717
C -0.9084 -3.4943 0.4936
S 0.8001 -3.2638 1.0625
C 1.3079 -1.9399 0.0225
N 0.4208 -1.4527 -0.7985
C 0.7390 -0.3352 -1.4921
C -0.3057 0.2276 -2.3463
C -0.2970 1.5925 -2.6273
C -1.2967 2.1446 -3.4034
C -2.3055 1.3412 -3.9124
C -2.3090 -0.0185 -3.6478
C -1.3151 -0.5774 -2.8669
N 1.8865 0.2877 -1.4128
C 2.8462 -0.2358 -0.6274
C 4.1108 0.3804 -0.5589
C 5.0859 -0.1475 0.2430
C 4.8482 -1.2988 1.0096
C 3.6286 -1.9201 0.9687
C 2.6134 -1.4027 0.1516
N -1.4711 -1.2455 1.2103
C -1.7711 0.1141 1.1072
C -2.6032 0.6296 0.1151
C -2.8197 1.9938 0.0363
C -2.2386 2.8609 0.9428
C -1.4207 2.3478 1.9463
C -0.7769 3.2173 2.9538
O -0.0422 2.8268 3.8281
O -1.0875 4.5159 2.8183
C -1.1839 0.9798 2.0215
H -1.3887 -4.0979 1.2660
H -0.8962 -4.0541 -0.4415
H 0.4943 2.2017 -2.2196
H -1.2925 3.2044 -3.6126
H -3.0877 1.7758 -4.5181
H -3.0918 -0.6462 -4.0466
H -1.3176 -1.6334 -2.6518
H 4.2780 1.2620 -1.1568
H 6.0569 0.3232 0.2911
H 5.6363 -1.6928 1.6332
H 3.4279 -2.8093 1.5492
H -0.7863 -1.4661 1.9243
H -3.0596 -0.0384 -0.5954
H -3.4534 2.3796 -0.7475
H -2.4095 3.9236 0.8845
H -0.6406 5.0308 3.5080
H -0.5338 0.6112 2.8025



No. 5
55
Properties=species:S:1:pos:R:3 method="wB97M-V/def2-TZVPD" e_homo_ev="-6.5 / -9.0" lumo_energy_ev="-0.2571 / -0.4875" e_above_lowest_ev=2.357 s2=0.755 multiplicity=2 total_energy_ev=-181838.2270 charge=0
Cu 6.2003 -14.8849 -6.5775
Cl 6.9587 -18.1097 -4.0030
C 5.9497 -19.1746 -4.9065
C 6.0930 -20.5795 -4.7804
C 5.1436 -21.3948 -5.4681
C 4.0803 -20.8457 -6.1451
C 3.8729 -19.4808 -6.1288
C 4.8865 -18.6279 -5.6898
P 4.7457 -16.7828 -6.0300
C 4.1359 -16.3285 -4.4423
C 2.9248 -16.8777 -4.0098
C 2.2911 -16.4357 -2.8555
C 2.8661 -15.3655 -2.1213
C 4.1000 -14.8432 -2.5013
C 4.7556 -15.3581 -3.6857
C 3.1799 -16.5912 -6.9757
C 3.0124 -17.2315 -8.1717
C 1.7317 -17.3633 -8.8024
C 0.7155 -16.5049 -8.3966
C 0.9490 -15.6687 -7.2717
C 2.1863 -15.6490 -6.5785
H 6.8527 -21.0066 -4.1127
H 5.3081 -22.4549 -5.5107
H 3.3127 -21.4173 -6.7275
H 3.0160 -19.0483 -6.5725
H 2.5514 -17.7719 -4.5184
H 1.3481 -16.8517 -2.5285
H 2.2646 -14.8762 -1.3919
H 4.5232 -14.0364 -1.9971
H 5.7511 -15.0939 -3.9639
H 3.9210 -17.7158 -8.5407
H 1.6521 -18.0184 -9.7020
H -0.2432 -16.5000 -8.8904
H 0.1321 -14.9697 -6.9266
H 2.3784 -14.9646 -5.7766
O 10.1787 -11.5561 -9.7059
C 9.1468 -12.1340 -8.9507
C 7.8022 -12.1585 -9.3519
C 6.8933 -12.9408 -8.6314
N 7.1807 -13.4780 -7.4316
C 8.4652 -13.3487 -7.0338
Br 8.7781 -13.8445 -5.2013
C 9.5136 -12.7841 -7.7530
H 9.9971 -11.0756 -10.5163
H 7.3735 -11.4724 -10.1108
H 5.8617 -13.1646 -8.8876
H 10.5665 -12.8790 -7.6225
F 7.0506 -17.5156 -7.7633
B 6.0537 -16.6413 -7.6034
F 5.5740 -16.1366 -8.7855
F 5.4475 -12.6969 -5.2578
B 4.2112 -12.7260 -6.0087
F 4.3559 -13.7241 -7.0870
F 4.0576 -11.4426 -6.5871
F 3.1669 -13.0651 -5.2349



What is the charge in the first record?
-1



Copy entry 5 word for word.
55
Properties=species:S:1:pos:R:3 method="wB97M-V/def2-TZVPD" e_homo_ev="-6.5 / -9.0" lumo_energy_ev="-0.2571 / -0.4875" e_above_lowest_ev=2.357 s2=0.755 multiplicity=2 total_energy_ev=-181838.2270 charge=0
Cu 6.2003 -14.8849 -6.5775
Cl 6.9587 -18.1097 -4.0030
C 5.9497 -19.1746 -4.9065
C 6.0930 -20.5795 -4.7804
C 5.1436 -21.3948 -5.4681
C 4.0803 -20.8457 -6.1451
C 3.8729 -19.4808 -6.1288
C 4.8865 -18.6279 -5.6898
P 4.7457 -16.7828 -6.0300
C 4.1359 -16.3285 -4.4423
C 2.9248 -16.8777 -4.0098
C 2.2911 -16.4357 -2.8555
C 2.8661 -15.3655 -2.1213
C 4.1000 -14.8432 -2.5013
C 4.7556 -15.3581 -3.6857
C 3.1799 -16.5912 -6.9757
C 3.0124 -17.2315 -8.1717
C 1.7317 -17.3633 -8.8024
C 0.7155 -16.5049 -8.3966
C 0.9490 -15.6687 -7.2717
C 2.1863 -15.6490 -6.5785
H 6.8527 -21.0066 -4.1127
H 5.3081 -22.4549 -5.5107
H 3.3127 -21.4173 -6.7275
H 3.0160 -19.0483 -6.5725
H 2.5514 -17.7719 -4.5184
H 1.3481 -16.8517 -2.5285
H 2.2646 -14.8762 -1.3919
H 4.5232 -14.0364 -1.9971
H 5.7511 -15.0939 -3.9639
H 3.9210 -17.7158 -8.5407
H 1.6521 -18.0184 -9.7020
H -0.2432 -16.5000 -8.8904
H 0.1321 -14.9697 -6.9266
H 2.3784 -14.9646 -5.7766
O 10.1787 -11.5561 -9.7059
C 9.1468 -12.1340 -8.9507
C 7.8022 -12.1585 -9.3519
C 6.8933 -12.9408 -8.6314
N 7.1807 -13.4780 -7.4316
C 8.4652 -13.3487 -7.0338
Br 8.7781 -13.8445 -5.2013
C 9.5136 -12.7841 -7.7530
H 9.9971 -11.0756 -10.5163
H 7.3735 -11.4724 -10.1108
H 5.8617 -13.1646 -8.8876
H 10.5665 -12.8790 -7.6225
F 7.0506 -17.5156 -7.7633
B 6.0537 -16.6413 -7.6034
F 5.5740 -16.1366 -8.7855
F 5.4475 -12.6969 -5.2578
B 4.2112 -12.7260 -6.0087
F 4.3559 -13.7241 -7.0870
F 4.0576 -11.4426 -6.5871
F 3.1669 -13.0651 -5.2349